Here is a structure of composition C25H20Cl4O2PYb at a distorted geometry from the OMol25 dataset. Energies are from the ωB97M-V functional and the def2-TZVPD basis.

Element x y z (Å)
1 C -0.905 -2.013 3.681
2 C -0.747 -2.226 2.277
3 C 0.636 -2.477 2.027
4 H -1.544 -2.268 1.532
5 C 1.325 -2.416 3.275
6 C 0.373 -2.130 4.295
7 H 0.590 -2.030 5.350
8 H -1.854 -1.822 4.174
9 H 1.070 -2.731 1.052
10 H 2.396 -2.576 3.426
11 Yb 0.576 0.078 2.957
12 Cl 2.510 1.330 1.923
13 P 0.170 0.005 -0.845
14 C 1.420 -1.064 -1.584
15 C 1.152 -1.842 -2.722
16 H 0.172 -1.805 -3.190
17 C 2.161 -2.653 -3.244
18 H 1.958 -3.254 -4.137
19 C 3.417 -2.685 -2.634
20 H 4.205 -3.315 -3.049
21 C 3.683 -1.922 -1.487
22 H 4.667 -1.957 -1.015
23 C 2.685 -1.109 -0.956
24 H 2.853 -0.490 -0.067
25 C -1.438 -0.503 -1.488
26 C -1.822 -1.858 -1.364
27 H -1.110 -2.599 -0.993
28 C -3.112 -2.244 -1.725
29 H -3.403 -3.296 -1.646
30 C -4.020 -1.286 -2.196
31 H -5.026 -1.590 -2.483
32 C -3.652 0.063 -2.286
33 H -4.362 0.811 -2.650
34 C -2.369 0.462 -1.914
35 H -2.074 1.510 -1.958
36 C 0.511 1.682 -1.416
37 C 1.080 1.892 -2.682
38 H 1.330 1.038 -3.311
39 C 1.310 3.198 -3.114
40 H 1.734 3.365 -4.111
41 C 0.993 4.273 -2.283
42 H 1.168 5.295 -2.627
43 C 0.462 4.066 -0.999
44 H 0.219 4.907 -0.349
45 C 0.232 2.766 -0.558
46 H -0.132 2.568 0.459
47 Cl -3.029 1.979 5.231
48 C -1.736 3.087 4.646
49 Cl -2.354 4.285 3.513
50 Cl -0.978 3.902 6.055
51 C -0.699 2.143 3.899
52 O -0.806 1.924 2.639
53 O 0.111 1.531 4.672

charge: 0
gap between HOMO and LUMO (alpha / beta): 0.298 / 0.267 Ha
molecular weight: 698.26 g/mol
HOMO (alpha / beta): -0.2907 / -0.2907 hartree
spin multiplicity: 2


Here is a structure of composition C25H20ClF5PPb at a distorted geometry from the OMol25 dataset. Energies are from the ωB97M-V functional and the def2-TZVPD basis.

Element x y z (Å)
1 C 2.810 -1.266 3.826
2 C 3.144 -0.769 2.551
3 C 2.915 0.630 2.560
4 H 3.402 -1.364 1.694
5 C 2.463 0.977 3.847
6 C 2.418 -0.182 4.625
7 H 2.170 -0.229 5.664
8 H 2.884 -2.283 4.146
9 H 2.982 1.296 1.711
10 H 2.247 1.981 4.196
11 Pb 0.446 -0.284 2.251
12 Cl -1.046 1.751 3.266
13 P -0.168 0.330 -0.594
14 C 0.392 1.855 -1.450
15 C 0.973 1.865 -2.731
16 H 1.125 0.932 -3.271
17 C 1.356 3.079 -3.312
18 H 1.808 3.069 -4.308
19 C 1.163 4.279 -2.621
20 H 1.463 5.220 -3.086
21 C 0.593 4.273 -1.352
22 H 0.432 5.218 -0.811
23 C 0.209 3.077 -0.740
24 H -0.224 3.045 0.251
25 C 0.524 -0.977 -1.688
26 C 1.872 -1.362 -1.442
27 H 2.426 -0.882 -0.640
28 C 2.454 -2.336 -2.252
29 H 3.504 -2.615 -2.069
30 C 1.733 -2.939 -3.275
31 H 2.200 -3.702 -3.901
32 C 0.404 -2.574 -3.511
33 H -0.176 -3.045 -4.310
34 C -0.206 -1.595 -2.720
35 H -1.241 -1.312 -2.905
36 C -1.944 0.286 -1.055
37 C -2.527 1.135 -2.019
38 H -1.918 1.867 -2.536
39 C -3.894 1.014 -2.297
40 H -4.332 1.677 -3.051
41 C -4.679 0.074 -1.631
42 H -5.742 -0.011 -1.859
43 C -4.109 -0.761 -0.675
44 H -4.711 -1.509 -0.141
45 C -2.751 -0.664 -0.377
46 H -2.300 -1.297 0.368
47 F -1.073 -2.946 2.265
48 C -1.329 -1.824 3.066
49 F -2.496 -1.265 2.591
50 C -1.412 -2.164 4.585
51 F -0.242 -2.766 4.992
52 F -1.535 -1.029 5.344
53 F -2.461 -2.978 4.829

charge: +1
gap between HOMO and LUMO (alpha / beta): 0.198 / 0.183 Ha
molecular weight: 689.05 g/mol
HOMO (alpha / beta): -0.4322 / -0.4272 hartree
spin multiplicity: 1